Here is 2 unconnected molecules or ions with the total composition C17H29Br2N2O3 at a distorted geometry from the Open Molecules 2025 dataset. Energies are from ωB97M-V/def2-TZVPD.

Last column: Mulliken charge in e.
Atoms and positions in Å:
1 C -0.76 1.52 2.08  -0.459
2 C -0.21 2.60 1.01  -0.350
3 C 0.66 1.96 -0.20  0.915
4 C -0.04 2.30 -1.61  -0.355
5 C 0.95 2.25 -2.87  -1.123
6 C 1.78 0.86 -2.84  -0.593
7 C 0.87 -0.47 -2.91  -0.499
8 C 0.94 -1.40 -1.62  0.344
9 C 2.24 -1.50 -0.74  -0.648
10 N 1.88 -2.44 0.31  0.047
11 C 0.49 -2.92 0.15  -0.257
12 C -0.17 -3.96 1.15  -0.524
13 C -0.53 -3.37 2.61  -0.321
14 C 0.37 -2.13 3.09  -0.913
15 N -0.10 -2.31 -1.06  0.432
16 C -1.44 -2.50 -1.67  -1.051
17 Br -1.88 -4.46 -2.00  -0.174
18 C -2.65 -1.75 -0.92  -0.009
19 C -2.32 -0.24 -0.46  -0.336
20 Br -3.46 -2.83 0.58  -0.190
21 H -1.87 1.79 2.27  0.254
22 H -0.25 1.57 3.10  0.303
23 H -0.72 0.44 1.73  -0.305
24 H -1.14 3.10 0.53  0.303
25 H 0.39 3.45 1.52  -0.016
26 H 1.77 2.30 -0.18  0.496
27 H 0.70 0.82 0.02  -0.911
28 H -0.45 3.38 -1.53  0.613
29 H -0.95 1.64 -1.85  -0.151
30 H 0.42 2.31 -3.89  0.316
31 H 1.72 3.10 -2.73  0.377
32 H 2.45 0.87 -3.78  0.346
33 H 2.49 0.92 -1.95  0.224
34 H 1.27 -1.09 -3.80  0.403
35 H -0.21 -0.17 -3.18  0.254
36 H 3.24 -0.96 -0.86  0.388
37 H 2.43 -2.79 1.11  0.328
38 H -1.11 -4.48 0.75  0.173
39 H 0.61 -4.80 1.32  0.411
40 H -0.31 -4.23 3.36  0.304
41 H -1.62 -3.09 2.77  0.171
42 H -0.09 -1.67 4.05  0.336
43 H 1.42 -2.51 3.39  0.248
44 H 0.45 -1.27 2.33  0.124
45 H -1.38 -2.04 -2.73  0.481
46 H -3.50 -1.67 -1.71  0.478
47 H -1.20 -0.03 -0.50  -0.415
48 H -2.82 0.48 -1.22  0.312
49 H -2.72 0.04 0.57  0.384
50 C 1.10 6.33 2.21  0.753
51 O 1.24 5.87 1.06  -0.662
52 O 1.84 7.21 2.73  -0.645
53 O 0.19 5.97 3.02  -0.616

Output
HOMO: -1.135 eV
relative energy (zero: lowest compared OMol25 entry of this formula, charge and spin): 5.335 eV
net charge: -1
electronic energy: -167298.3171 eV
E_LUMO: 0.30 eV

=====

Here is a molecular structure, C5H8O2 from the Open Molecules 2025 dataset. Energies are from ωB97M-V/def2-TZVPD.

Last column: Mulliken charge in e.
Atoms and positions in Å:
1 C -1.33 1.25 -0.26  -1.456
2 C -0.30 0.18 -0.06  0.730
3 C -0.12 -0.51 1.29  -0.547
4 O 1.33 -0.49 1.15  -0.506
5 C 1.19 0.27 -0.07  0.015
6 C 0.56 -0.62 -1.07  -0.295
7 O 0.79 -1.98 -0.96  -0.580
8 H -1.32 2.00 0.55  0.331
9 H -1.16 1.78 -1.20  0.325
10 H -2.33 0.81 -0.29  0.340
11 H -0.55 -1.52 1.37  0.251
12 H -0.44 0.09 2.16  0.325
13 H 1.81 1.11 -0.38  0.355
14 H 0.61 -0.27 -2.11  0.371
15 H 1.23 -2.08 -0.09  0.340

Output
HOMO: -9.232 eV
relative energy (zero: lowest compared OMol25 entry of this formula, charge and spin): 2.720 eV
electronic energy: -9407.1118 eV
E_LUMO: 0.93 eV

=====

Here is a molecular structure, C22H68BrCuN16O10 at a distorted geometry from the Open Molecules 2025 dataset. Energies are from ωB97M-V/def2-TZVPD.

Last column: Mulliken spin population.
Atoms and positions in Å:
1 Cu 0.33 2.01 1.29  0.829
2 Br -0.10 0.03 -0.35  0.089
3 C -1.18 4.05 -0.84  -0.001
4 O -0.46 3.69 0.07  -0.006
5 N -2.24 4.79 -0.59  0.000
6 N -1.00 3.72 -2.13  0.000
7 H -2.50 5.00 0.36  0.000
8 H -2.83 5.15 -1.33  0.000
9 H -1.68 4.09 -2.78  0.000
10 H -0.29 3.10 -2.48  0.000
11 C -0.44 -2.87 -3.56  0.000
12 O -0.78 -3.38 -4.58  0.000
13 N -1.06 -1.88 -3.04  -0.003
14 N 0.54 -3.23 -2.84  0.000
15 H -1.80 -1.54 -3.64  0.000
16 H -0.72 -1.39 -2.23  0.029
17 H 0.48 -2.74 -1.97  -0.002
18 H 1.15 -4.02 -2.98  0.000
19 C 0.41 -0.58 3.63  0.001
20 O 0.37 0.38 2.86  -0.004
21 N 1.40 -1.39 3.69  0.000
22 N -0.46 -0.83 4.52  0.000
23 H 2.21 -1.39 3.09  0.000
24 H 1.33 -2.26 4.21  0.000
25 H -1.31 -0.30 4.67  0.000
26 H -0.24 -1.56 5.18  0.000
27 C 1.65 2.45 -3.61  0.000
28 O 2.46 2.79 -2.74  0.000
29 N 1.61 3.02 -4.78  0.000
30 N 0.62 1.66 -3.44  0.001
31 H 0.99 2.62 -5.47  0.000
32 H 2.32 3.66 -5.09  0.000
33 H 0.46 1.26 -2.52  -0.001
34 H 0.09 1.31 -4.23  0.000
35 C 0.06 4.53 3.65  0.002
36 O 0.38 3.63 2.88  0.007
37 N -0.23 4.35 4.90  0.001
38 N 0.14 5.80 3.31  0.000
39 H 0.14 5.04 5.53  0.000
40 H -0.22 3.35 5.06  0.000
41 H 0.24 6.05 2.33  0.000
42 H -0.25 6.48 3.95  0.000
43 C -3.08 1.85 1.65  0.001
44 O -1.88 2.10 1.81  0.010
45 N -3.67 1.78 0.51  0.001
46 N -3.88 1.66 2.67  0.001
47 H -3.08 1.64 -0.30  -0.001
48 H -4.65 1.55 0.43  0.000
49 H -3.40 1.56 3.55  0.000
50 H -4.87 1.51 2.52  0.000
51 C 4.42 1.81 -0.25  0.006
52 C 3.29 1.83 0.83  -0.021
53 C 3.81 2.04 2.26  0.002
54 O 2.71 1.97 3.08  0.000
55 C 3.02 1.84 4.47  0.000
56 N 2.29 2.83 0.46  0.068
57 H 4.05 1.95 -1.27  -0.001
58 H 4.90 0.83 -0.22  0.000
59 H 5.18 2.59 -0.21  0.000
60 H 2.87 0.83 0.76  -0.002
61 H 4.26 3.03 2.23  0.000
62 H 4.59 1.34 2.55  0.000
63 H 3.44 0.86 4.67  0.000
64 H 2.08 1.99 5.02  0.000
65 H 3.75 2.61 4.74  0.000
66 H 2.39 2.91 -0.54  -0.005
67 H 2.73 3.71 0.70  0.001
68 C 2.63 -2.07 0.52  0.003
69 C 3.45 -2.93 1.48  0.000
70 C 4.72 -3.65 0.80  0.000
71 O 5.49 -4.26 1.82  0.000
72 C 6.69 -4.89 1.43  0.000
73 N 3.87 -1.93 2.39  0.000
74 H 1.84 -1.62 1.11  -0.002
75 H 2.27 -2.61 -0.36  0.000
76 H 3.11 -1.18 0.12  -0.001
77 H 2.80 -3.66 1.96  0.000
78 H 5.41 -2.99 0.27  0.000
79 H 4.29 -4.45 0.20  0.000
80 H 6.49 -5.65 0.68  0.000
81 H 7.21 -5.29 2.30  0.000
82 H 7.48 -4.22 1.07  0.000
83 H 4.21 -2.36 3.23  0.000
84 H 4.58 -1.41 1.89  0.000
85 C -4.96 -1.50 -4.55  0.000
86 C -5.36 -0.05 -4.60  0.000
87 C -4.33 0.83 -5.31  0.000
88 O -2.99 0.78 -4.83  0.000
89 C -2.92 1.36 -3.50  -0.001
90 N -6.72 0.09 -5.03  0.000
91 H -5.45 -2.10 -3.78  0.000
92 H -3.93 -1.51 -4.20  0.000
93 H -5.02 -1.89 -5.56  0.000
94 H -5.42 0.24 -3.55  0.000
95 H -4.67 1.87 -5.37  0.000
96 H -4.40 0.44 -6.33  0.000
97 H -3.46 2.29 -3.32  0.000
98 H -1.85 1.55 -3.39  0.001
99 H -3.26 0.65 -2.75  0.000
100 H -7.15 -0.65 -4.49  0.000
101 H -6.78 -0.17 -6.01  0.000
102 C -3.18 -2.68 -0.07  -0.001
103 C -2.55 -2.96 1.32  0.001
104 C -1.09 -3.53 1.15  -0.004
105 O -1.20 -4.86 0.59  0.000
106 C -0.08 -5.72 0.67  0.000
107 N -2.61 -1.74 2.15  0.000
108 H -2.55 -2.09 -0.73  0.000
109 H -4.06 -2.05 0.12  0.000
110 H -3.54 -3.59 -0.57  0.000
111 H -3.15 -3.72 1.80  0.000
112 H -0.58 -3.64 2.10  0.000
113 H -0.50 -2.80 0.61  0.001
114 H 0.87 -5.46 0.20  0.000
115 H -0.44 -6.63 0.20  0.000
116 H 0.16 -6.08 1.67  0.000
117 H -1.89 -1.74 2.86  0.000
118 H -2.26 -1.05 1.50  -0.002

Output
⟨S²⟩: 0.752
HOMO (spin up / spin down): -10.786 / -10.787 eV
net charge: +1
electronic energy: -182912.9446 eV
multiplicity: 2
E_LUMO (spin up / spin down): -1.85 / -4.02 eV